C39H42ClF3N6O4SSe2Sn | the ωB97M-V functional and the def2-TZVPD basis

Last column: Löwdin charge in e.
Atoms and positions in Å:
Sn  -0.57  1.03  0.04  1.21
F  -5.38  5.02  -0.53  0.11
C  -4.32  5.55  -1.17  -0.60
F  -4.56  6.90  -1.19  0.08
F  -4.40  5.15  -2.45  0.12
C  -3.00  5.24  -0.53  -0.14
C  -2.28  6.27  0.03  -0.03
C  -1.04  6.03  0.61  -0.07
C  -0.56  4.73  0.55  -0.19
N  -1.26  3.73  0.04  -0.07
C  -2.50  3.91  -0.48  -0.77
S  -3.35  2.49  -0.92  0.59
H  -2.68  7.28  0.02  0.11
H  -0.45  6.82  1.06  0.09
H  0.42  4.47  0.92  0.04
C  4.10  1.35  1.50  -0.08
N  3.79  0.95  0.15  -0.08
C  3.09  1.68  -0.81  -0.81
Se  2.58  3.47  -0.60  0.47
N  2.89  0.94  -1.90  0.06
C  3.49  -0.28  -1.66  -0.24
C  3.64  -1.39  -2.48  -0.02
C  4.35  -2.48  -2.01  -0.12
C  4.92  -2.48  -0.73  -0.12
C  4.77  -1.38  0.11  -0.03
C  4.06  -0.29  -0.38  -0.19
H  3.58  2.28  1.70  0.03
H  5.18  1.51  1.62  0.08
H  3.75  0.59  2.20  0.07
H  1.11  1.26  -2.50  0.02
H  3.18  -1.40  -3.47  0.10
H  4.46  -3.37  -2.63  0.09
H  5.46  -3.35  -0.38  0.09
H  5.18  -1.38  1.12  0.10
Cl  -7.03  -4.75  0.25  0.59
C  -5.95  -3.43  0.69  -0.67
C  -4.91  -3.10  -0.16  -0.10
C  -4.06  -2.06  0.20  0.00
C  -4.24  -1.37  1.39  -0.11
C  -5.29  -1.73  2.22  -0.03
C  -6.16  -2.76  1.88  -0.12
C  -3.29  -0.24  1.77  -0.58
O  -3.46  0.32  2.86  0.00
O  -2.40  -0.03  0.90  -0.31
H  -4.77  -3.64  -1.09  0.10
H  -3.23  -1.78  -0.44  0.09
H  -5.42  -1.17  3.15  0.11
H  -6.98  -3.04  2.53  0.09
C  3.93  -6.51  -0.27  -0.07
C  3.01  -5.31  -0.28  -0.31
C  2.86  -4.49  0.83  -0.05
C  2.01  -3.39  0.83  -0.31
C  1.90  -2.54  2.06  -0.11
C  1.27  -3.09  -0.32  -0.54
Se  -0.04  -1.71  -0.27  0.61
C  1.43  -3.88  -1.47  -0.32
C  0.70  -3.58  -2.75  -0.10
C  2.29  -4.98  -1.42  -0.06
H  4.41  -6.61  0.70  0.06
H  4.71  -6.42  -1.03  0.07
H  3.38  -7.43  -0.47  0.07
H  3.43  -4.71  1.73  0.10
H  2.48  -2.97  2.89  0.07
H  0.85  -2.43  2.37  0.05
H  2.25  -1.52  1.86  0.05
H  0.47  -2.52  -2.82  0.02
H  -0.25  -4.12  -2.81  0.08
H  1.31  -3.87  -3.61  0.07
H  2.41  -5.58  -2.32  0.11
C  -1.28  2.80  -3.92  -0.05
C  -0.12  1.83  -3.94  -0.67
C  1.12  2.50  -4.52  -0.05
C  -0.47  0.58  -4.74  -0.04
O  0.15  1.44  -2.59  -0.22
H  -1.53  3.12  -4.94  0.08
H  -1.02  3.68  -3.32  0.09
H  -2.16  2.34  -3.46  0.04
H  0.92  2.86  -5.54  0.08
H  1.96  1.81  -4.55  0.08
H  1.41  3.35  -3.89  0.07
H  -0.71  0.83  -5.78  0.08
H  -1.33  0.08  -4.29  0.09
H  0.37  -0.12  -4.73  0.08
C  0.94  -0.47  4.94  -0.02
N  0.04  0.58  4.47  -0.04
C  -1.02  0.96  5.22  -0.07
C  -1.94  1.83  4.77  -0.02
C  -1.79  2.26  3.41  -0.40
N  -0.74  1.94  2.69  0.14
C  0.21  1.08  3.17  -0.51
O  1.17  0.73  2.50  -0.03
N  -2.72  3.07  2.85  0.19
H  1.19  -0.29  5.99  0.08
H  1.84  -0.43  4.34  0.08
H  0.49  -1.45  4.83  0.09
H  -1.09  0.52  6.21  0.12
H  -2.80  2.10  5.35  0.11
H  -3.66  2.94  3.21  0.11
H  -2.68  3.11  1.84  0.06

HOMO = -1.6891 eV
Total charge = -2

C39H42CrNO5P2S2 | the ωB97M-V functional and the def2-TZVPD basis

Last column: Löwdin charge in e.
Atoms and positions in Å:
Cr  -0.50  0.03  1.30  0.53
O  -0.47  0.20  3.30  -0.09
C  -1.03  -0.58  4.08  -0.12
C  -2.03  -1.54  3.76  -0.11
C  -2.52  -2.38  4.77  0.06
C  -3.46  -3.33  4.49  -0.15
C  -3.99  -3.47  3.19  0.03
C  -3.54  -2.66  2.19  0.03
C  -2.55  -1.67  2.42  -0.31
O  -2.15  -0.94  1.44  -0.17
N  -3.91  -4.22  5.55  -0.36
O  -3.39  -4.12  6.64  0.07
O  -4.80  -5.01  5.28  0.08
H  -0.73  -0.53  5.14  0.15
H  -2.14  -2.29  5.78  0.13
H  -4.74  -4.22  3.01  0.13
H  -3.92  -2.73  1.18  0.13
S  -2.57  -1.55  -2.32  0.23
P  -1.00  -0.44  -2.65  0.14
S  -0.12  0.47  -1.02  0.45
C  0.36  -1.27  -3.54  -0.38
C  1.67  -0.81  -3.46  -0.12
C  2.66  -1.43  -4.22  -0.08
C  2.35  -2.51  -5.02  -0.08
C  1.05  -2.98  -5.08  -0.08
C  0.05  -2.36  -4.34  -0.10
C  -1.39  1.03  -3.68  -0.38
C  -2.66  1.58  -3.58  -0.13
C  -2.96  2.77  -4.22  -0.08
C  -1.99  3.41  -4.99  -0.09
C  -0.74  2.84  -5.13  -0.08
C  -0.43  1.66  -4.47  -0.08
H  1.92  0.02  -2.81  0.08
H  3.68  -1.05  -4.18  0.10
H  3.13  -3.00  -5.60  0.10
H  0.80  -3.83  -5.70  0.10
H  -0.97  -2.71  -4.39  0.08
H  -3.42  1.05  -3.01  0.06
H  -3.94  3.21  -4.11  0.10
H  -2.22  4.34  -5.48  0.10
H  0.01  3.32  -5.74  0.10
H  0.56  1.22  -4.56  0.10
C  3.72  2.46  0.68  -0.07
C  2.86  1.32  1.22  -0.37
C  2.97  1.23  2.75  -0.05
C  3.14  -0.02  0.58  -0.13
C  4.30  -0.27  -0.13  -0.04
C  4.55  -1.53  -0.66  -0.09
C  3.64  -2.54  -0.48  -0.05
C  2.45  -2.35  0.22  -0.12
C  1.58  -3.58  0.43  -0.35
C  0.10  -3.36  0.74  -0.06
C  2.20  -4.43  1.55  -0.06
C  2.19  -1.07  0.74  -0.26
O  1.06  -0.78  1.39  -0.29
H  3.40  3.40  1.13  0.07
H  3.61  2.55  -0.40  0.09
H  4.77  2.31  0.92  0.08
H  1.82  1.59  0.99  0.10
H  3.97  0.91  3.03  0.09
H  2.25  0.52  3.14  0.06
H  2.77  2.21  3.19  0.08
H  5.03  0.52  -0.28  0.10
H  5.46  -1.72  -1.22  0.10
H  3.84  -3.52  -0.91  0.12
H  1.63  -4.16  -0.50  0.13
H  -0.03  -2.92  1.73  0.07
H  -0.43  -4.32  0.72  0.09
H  -0.37  -2.71  -0.01  0.06
H  2.21  -3.87  2.48  0.09
H  3.23  -4.70  1.30  0.07
H  1.63  -5.35  1.69  0.08
C  -2.70  2.48  2.70  -0.23
P  -1.91  1.95  1.14  0.87
C  -3.32  1.88  -0.01  -0.21
C  -0.97  3.42  0.61  -0.37
C  -0.84  3.74  -0.74  -0.11
C  -0.02  4.78  -1.13  -0.06
C  0.66  5.54  -0.18  -0.08
C  0.52  5.23  1.16  -0.08
C  -0.27  4.17  1.56  -0.09
H  -1.95  2.53  3.49  0.04
H  -3.43  1.72  2.97  0.05
H  -3.19  3.44  2.60  0.06
H  -3.65  2.89  -0.28  0.06
H  -4.14  1.34  0.46  0.06
H  -3.03  1.33  -0.91  0.00
H  -1.36  3.16  -1.50  0.08
H  0.10  5.00  -2.19  0.11
H  1.30  6.35  -0.49  0.10
H  1.05  5.82  1.91  0.11
H  -0.34  3.90  2.61  0.10

HOMO (spin up / spin down) = -7.8027 / -8.0098 eV
Multiplicity = 4
Energy above the lowest of the compared OMol25 structures with the same formula, charge and spin = 48.3 kJ/mol
Total charge = 0

C39H42N4PSTcTe | the ωB97M-V functional and the def2-TZVPD basis

Last column: Löwdin charge in e.
Atoms and positions in Å:
Tc  0.18  0.29  0.07  0.93
C  4.14  -3.87  -0.09  -0.18
C  3.90  -3.43  -1.55  -0.15
C  2.47  -3.42  -2.11  -0.15
N  1.75  -2.14  -1.92  0.00
C  0.39  -1.99  -2.40  -0.14
C  -0.19  -3.19  -3.00  -0.03
C  -1.45  -3.62  -2.99  -0.06
C  -2.61  -2.98  -2.39  -0.08
C  -2.76  -1.67  -2.17  -0.13
C  -1.77  -0.59  -2.47  -0.38
C  -0.27  -0.80  -2.28  -0.33
N  0.35  0.43  -1.96  -0.31
C  1.46  0.89  -2.80  -0.21
C  2.62  1.36  -1.95  -0.17
C  3.19  0.18  -1.19  -0.18
N  2.22  -0.48  -0.31  0.01
C  1.78  -1.65  -0.59  -0.28
C  1.23  -2.53  0.54  -0.15
C  -0.23  -2.93  0.41  -0.02
C  -1.18  -2.14  0.91  -0.09
C  -0.83  -0.88  1.59  -0.27
C  0.48  -0.70  2.07  -0.19
C  1.48  -1.75  1.82  -0.30
N  2.49  -1.89  2.57  0.11
C  3.46  -2.96  2.29  -0.19
C  4.29  -2.77  0.99  -0.16
H  5.05  -4.46  -0.09  0.11
H  3.36  -4.59  0.19  0.10
H  4.43  -4.14  -2.19  0.11
H  4.38  -2.46  -1.74  0.11
H  1.91  -4.26  -1.69  0.13
H  2.54  -3.58  -3.18  0.12
H  0.52  -3.84  -3.51  0.10
H  -1.65  -4.57  -3.48  0.11
H  -3.46  -3.62  -2.19  0.11
H  -3.72  -1.34  -1.79  0.09
H  -1.97  -0.15  -3.45  0.10
H  1.10  1.71  -3.43  0.12
H  1.79  0.09  -3.46  0.12
H  2.29  2.14  -1.26  0.07
H  3.39  1.79  -2.58  0.13
H  4.01  0.50  -0.54  0.12
H  3.59  -0.54  -1.91  0.11
H  1.83  -3.43  0.53  0.11
H  -0.47  -3.85  -0.10  0.12
H  -2.21  -2.42  0.80  0.10
H  -1.64  -0.32  2.06  0.09
H  0.66  -0.09  2.94  0.09
H  2.95  -3.93  2.26  0.11
H  4.13  -3.00  3.14  0.10
H  5.34  -2.71  1.26  0.11
H  4.05  -1.78  0.57  0.08
C  2.44  2.17  1.92  -0.21
P  0.74  2.19  1.28  0.88
C  -0.35  2.40  2.72  -0.37
C  -1.69  2.71  2.50  -0.10
C  -2.56  2.84  3.57  -0.06
C  -2.10  2.67  4.87  -0.07
C  -0.77  2.38  5.10  -0.06
C  0.11  2.24  4.03  -0.09
C  0.61  3.81  0.46  -0.35
C  0.75  4.97  1.22  -0.08
C  0.67  6.21  0.62  -0.06
C  0.44  6.31  -0.75  -0.06
C  0.29  5.16  -1.51  -0.06
C  0.37  3.91  -0.91  -0.13
H  2.64  3.02  2.56  0.06
H  3.10  2.21  1.05  0.04
H  2.62  1.23  2.45  0.05
H  -2.05  2.86  1.49  0.08
H  -3.60  3.07  3.38  0.11
H  -2.78  2.77  5.70  0.11
H  -0.40  2.25  6.11  0.11
H  1.15  2.01  4.22  0.10
H  0.90  4.90  2.29  0.11
H  0.77  7.11  1.21  0.11
H  0.37  7.28  -1.22  0.11
H  0.11  5.23  -2.58  0.11
H  0.26  3.02  -1.51  0.04
Te  -2.06  1.13  -1.11  1.48
C  -3.89  0.65  -0.19  -0.90
C  -4.27  -0.25  0.77  -0.23
C  -5.63  -0.12  1.14  -0.17
C  -6.27  0.87  0.47  -0.40
S  -5.21  1.68  -0.60  0.95
H  -3.61  -0.98  1.20  0.07
H  -6.12  -0.75  1.87  0.11
H  -7.30  1.18  0.55  0.08

HOMO (spin up / spin down) = -9.9270 / -9.9664 eV
Multiplicity = 2
Energy above the lowest of the compared OMol25 structures with the same formula, charge and spin = 319.5 kJ/mol
Total charge = +1

C39H43Br2GeInN6O6S4 | the ωB97M-V functional and the def2-TZVPD basis

Last column: Löwdin charge in e.
Atoms and positions in Å:
In  -0.19  0.66  1.11  0.64
C  -3.50  2.07  -0.56  -0.03
C  -3.85  0.84  0.22  -0.30
C  -5.19  0.37  0.23  -0.01
C  -5.51  -0.75  0.93  -0.04
C  -4.51  -1.45  1.65  -0.20
C  -4.74  -2.61  2.43  -0.64
Br  -6.49  -3.35  2.57  0.71
C  -3.72  -3.21  3.10  -0.19
C  -2.43  -2.68  3.03  -0.59
Br  -1.04  -3.54  3.99  0.77
C  -2.10  -1.55  2.28  -0.42
O  -0.90  -1.09  2.22  -0.18
C  -3.20  -0.92  1.58  -0.13
N  -2.90  0.19  0.86  0.14
H  -4.38  2.68  -0.75  0.08
H  -3.05  1.80  -1.51  0.08
H  -2.76  2.67  -0.02  0.07
H  -5.94  0.92  -0.31  0.11
H  -6.53  -1.12  0.94  0.07
H  -3.90  -4.09  3.70  0.09
O  -1.20  -1.59  -1.08  -0.11
C  -0.72  -2.73  -1.78  -0.27
C  -0.78  -4.01  -0.95  -0.16
C  -0.17  -3.87  0.45  -0.15
C  1.29  -3.52  0.43  -0.26
C  2.26  -4.46  0.76  -0.03
C  3.60  -4.09  0.72  -0.07
C  3.93  -2.80  0.34  -0.04
C  2.90  -1.93  0.03  -0.11
N  1.61  -2.27  0.08  0.15
H  -2.15  -1.69  -0.93  0.08
H  0.32  -2.50  -2.03  0.10
H  -1.26  -2.86  -2.72  0.12
H  -0.26  -4.80  -1.51  0.11
H  -1.83  -4.32  -0.85  0.11
H  -0.31  -4.80  1.00  0.10
H  -0.70  -3.08  0.98  0.07
H  1.97  -5.45  1.06  0.10
H  4.37  -4.81  0.98  0.10
H  4.96  -2.46  0.29  0.08
H  3.10  -0.91  -0.25  0.07
N  7.51  -2.63  -1.59  0.09
C  6.84  -1.54  -1.03  -0.36
C  7.24  -1.01  0.20  -0.05
C  6.60  0.09  0.74  -0.06
C  5.54  0.68  0.05  -0.28
C  5.15  0.17  -1.18  -0.07
C  5.80  -0.92  -1.72  -0.04
S  4.68  2.08  0.72  0.54
O  5.38  2.42  1.94  -0.39
O  4.63  3.05  -0.34  -0.31
N  3.21  1.55  0.98  -0.11
C  2.94  0.83  2.06  -0.67
S  4.04  0.52  3.41  1.03
C  2.83  -0.45  4.19  -0.42
C  1.71  -0.46  3.45  -0.25
N  1.76  0.24  2.26  -0.05
H  7.99  -3.21  -0.92  0.08
H  6.96  -3.17  -2.24  0.08
H  8.07  -1.48  0.73  0.10
H  6.89  0.50  1.69  0.10
H  4.35  0.66  -1.73  0.09
H  5.49  -1.32  -2.68  0.11
H  3.01  -0.92  5.13  0.05
H  0.79  -0.98  3.69  0.08
C  -0.87  2.06  2.64  -0.22
H  -1.17  1.46  3.51  -0.02
H  -1.72  2.65  2.29  -0.04
H  -0.06  2.73  2.93  -0.02
O  -2.71  2.21  -7.81  -0.39
S  -1.58  2.62  -6.99  0.51
O  -0.39  2.95  -7.78  -0.38
N  -1.37  1.74  -5.74  -0.19
C  -0.91  2.55  -4.61  -0.44
S  0.03  1.48  -1.15  0.49
C  -1.46  3.96  -4.82  -0.19
C  -1.52  5.00  -3.91  -0.03
C  -2.09  6.21  -4.30  -0.11
C  -2.58  6.37  -5.60  -0.12
C  -2.49  5.33  -6.52  -0.06
C  -1.93  4.14  -6.10  -0.22
H  -1.14  4.87  -2.90  0.11
H  -2.16  7.03  -3.60  0.09
H  -3.03  7.31  -5.89  0.08
H  -2.86  5.44  -7.53  0.11
C  3.21  0.70  -4.56  -0.22
Ge  1.38  0.87  -3.88  0.81
C  0.62  2.59  -4.42  -0.23
C  0.32  -0.68  -4.41  -0.21
C  1.54  0.80  -1.91  -0.69
H  3.24  0.90  -5.63  0.01
H  3.61  -0.30  -4.38  0.00
H  3.86  1.42  -4.06  0.01
H  1.06  2.90  -5.37  0.07
H  0.91  3.31  -3.65  0.07
H  -1.35  2.16  -3.69  0.09
H  0.05  -0.60  -5.46  0.01
H  -0.60  -0.67  -3.83  0.01
H  0.87  -1.60  -4.21  0.01
H  2.39  1.38  -1.55  -0.01
H  1.66  -0.25  -1.61  -0.01

HOMO = -2.5740 eV
Total charge = -2

C39H43Br2IN9SrTe | the ωB97M-V functional and the def2-TZVPD basis

Last column: Löwdin charge in e.
Atoms and positions in Å:
Sr  0.86  0.42  -0.75  1.03
C  -3.17  -0.18  -1.09  -0.08
C  -3.38  0.86  -0.03  -0.21
C  -4.34  1.86  -0.17  -0.04
C  -4.52  2.81  0.81  -0.07
C  -3.75  2.78  1.96  -0.06
C  -2.77  1.81  2.13  -0.24
C  -1.92  1.79  3.37  -0.04
C  -2.59  0.87  1.12  -0.24
N  -1.51  -0.07  1.21  0.15
C  -1.70  -1.12  1.91  -0.25
C  -2.99  -1.48  2.59  -0.01
C  -0.55  -2.09  2.07  -0.26
C  -0.69  -3.11  3.17  -0.01
N  0.44  -1.97  1.29  0.16
C  1.50  -2.93  1.44  -0.24
C  1.40  -4.18  0.84  -0.23
C  0.21  -4.60  0.03  -0.05
C  2.48  -5.05  0.95  -0.07
C  3.63  -4.68  1.63  -0.09
C  3.70  -3.44  2.23  -0.04
C  2.64  -2.54  2.14  -0.23
C  2.72  -1.19  2.77  -0.04
H  -3.98  -0.17  -1.81  0.09
H  -3.12  -1.18  -0.66  0.05
H  -2.25  0.00  -1.63  0.03
H  -4.94  1.88  -1.07  0.11
H  -5.26  3.60  0.67  0.10
H  -3.89  3.53  2.73  0.11
H  -2.08  2.70  3.95  0.08
H  -0.87  1.71  3.11  0.04
H  -2.16  0.94  4.02  0.07
H  -3.81  -0.88  2.21  0.09
H  -2.92  -1.32  3.66  0.09
H  -3.22  -2.53  2.43  0.09
H  -1.08  -2.65  4.08  0.08
H  0.27  -3.59  3.38  0.09
H  -1.40  -3.89  2.87  0.09
H  -0.69  -4.01  0.23  0.05
H  -0.03  -5.65  0.21  0.08
H  0.41  -4.49  -1.04  0.05
H  2.42  -6.02  0.46  0.11
H  4.47  -5.36  1.67  0.10
H  4.61  -3.13  2.73  0.11
H  3.75  -0.93  3.02  0.09
H  2.13  -1.13  3.69  0.08
H  2.34  -0.42  2.09  0.03
Br  1.34  -2.41  -4.11  0.68
C  -0.54  -2.61  -4.41  -1.02
Br  -1.53  -2.75  -2.74  0.64
H  -0.72  -3.53  -4.96  0.00
H  -0.92  -1.73  -4.91  -0.03
N  1.89  3.42  4.24  0.13
N  2.19  2.97  2.96  -0.29
N  3.29  3.32  2.33  0.14
C  3.16  2.64  1.19  -0.23
N  2.02  1.93  1.17  -0.07
N  1.42  2.15  2.32  0.07
H  2.00  4.43  4.23  0.10
H  0.91  3.20  4.39  0.08
H  3.83  2.67  0.35  -0.01
I  4.60  -4.76  -2.36  0.74
C  4.37  -2.82  -1.65  -0.77
C  5.49  -2.05  -1.22  -0.20
C  5.28  -0.86  -0.63  -0.19
C  3.92  -0.31  -0.51  -0.71
N  2.85  -1.25  -0.65  -0.18
C  3.12  -2.39  -1.25  -0.39
H  6.50  -2.43  -1.36  0.08
H  6.12  -0.25  -0.30  0.09
H  3.81  0.24  0.43  0.01
H  2.27  -3.05  -1.40  0.04
C  -1.68  0.76  -5.90  -0.14
C  -2.66  1.20  -5.03  -0.11
C  -2.35  1.63  -3.75  -0.07
C  -1.02  1.62  -3.29  -0.34
C  -0.04  1.14  -4.18  -0.06
C  -0.36  0.74  -5.46  -0.13
N  -0.63  1.97  -2.01  -0.11
C  -1.16  3.08  -1.41  -0.31
C  -1.81  4.15  -2.09  -0.04
C  -2.25  5.27  -1.42  -0.12
C  -2.07  5.42  -0.05  -0.14
C  -1.43  4.40  0.63  -0.13
C  -0.99  3.27  -0.03  -0.07
H  -1.93  0.44  -6.91  0.09
H  -3.70  1.22  -5.35  0.09
H  -3.14  1.97  -3.09  0.10
H  1.00  1.16  -3.85  0.03
H  0.44  0.41  -6.12  0.10
H  -1.93  4.09  -3.16  0.10
H  -2.73  6.06  -1.99  0.09
H  -2.43  6.31  0.47  0.08
H  -1.27  4.47  1.70  0.10
H  -0.50  2.50  0.57  0.05
Te  3.56  1.40  -2.03  0.44

HOMO = -2.5403 eV
Energy above the lowest of the compared OMol25 structures with the same formula, charge and spin = 90.1 kJ/mol
Total charge = -1

- What is the formula in the fifth record?
  C39H43Br2IN9SrTe

- The highest total charge belongs to which entry?
  C39H42N4PSTcTe

- Which of these has the highest total charge?
  C39H42N4PSTcTe

- total charge of number 3 (C39H42N4PSTcTe)?
  +1